Entry 1:
{"formula": "C49H53IIrN4O4Se", "method": "ωB97M-V/def2-TZVPD", "species": ["Ir", "C", "C", "C", "O", "C", "C", "O", "C", "O", "C", "C", "C", "C", "C", "C", "C", "C", "C", "C", "C", "C", "C", "O", "C", "C", "C", "C", "C", "C", "C", "C", "C", "C", "C", "C", "H", "H", "H", "H", "H", "H", "H", "H", "H", "H", "H", "H", "H", "H", "H", "H", "H", "H", "H", "H", "H", "H", "H", "H", "H", "H", "H", "H", "I", "C", "C", "N", "N", "C", "H", "H", "H", "C", "C", "C", "C", "N", "C", "Se", "N", "C", "C", "C", "C", "C", "C", "C", "C", "C", "C", "H", "H", "H", "H", "H", "H", "H", "H", "H", "H", "H", "H", "H", "H", "H", "H", "H", "H", "H", "H", "H", "H"], "coordinates": [[-0.5866, -0.5104, 0.6197], [-3.7667, 1.4592, -4.2991], [-2.4427, 1.8097, -3.6493], [-1.7635, 2.9843, -4.3207], [-2.6410, 2.1285, -2.2742], [-1.9750, 1.2269, -1.4258], [-1.3315, 0.1799, -2.3669], [-1.6095, 0.6547, -3.6676], [0.2057, -0.0607, -2.2544], [0.5523, -0.5460, -0.9626], [0.6618, -1.1538, -3.2256], [2.0208, -1.4703, -3.2232], [2.5166, -2.4840, -4.0212], [1.6558, -3.2021, -4.8436], [0.3076, -2.8929, -4.8553], [-0.1911, -1.8743, -4.0495], [1.0157, 1.2159, -2.4960], [1.5942, 1.8995, -1.4284], [2.3471, 3.0483, -1.6321], [2.5457, 3.5221, -2.9204], [2.0038, 2.8281, -3.9927], [1.2476, 1.6846, -3.7840], [-3.0317, 0.7169, -0.3906], [-2.5013, -0.3622, 0.3958], [-3.3814, 1.8108, 0.6208], [-4.1761, 1.4385, 1.7059], [-4.5033, 2.3517, 2.6933], [-4.0394, 3.6603, 2.6129], [-3.2575, 4.0400, 1.5353], [-2.9320, 3.1228, 0.5395], [-4.2780, 0.1982, -1.0956], [-5.3431, 1.0500, -1.3696], [-6.4607, 0.5839, -2.0423], [-6.5254, -0.7396, -2.4553], [-5.4726, -1.5979, -2.1763], [-4.3574, -1.1330, -1.4922], [-4.4619, 2.2936, -4.2082], [-4.1983, 0.5835, -3.8168], [-3.6074, 1.2447, -5.3557], [-2.4549, 3.8263, -4.3460], [-1.4835, 2.7282, -5.3427], [-0.8742, 3.2757, -3.7681], [-1.1846, 1.7573, -0.8686], [-1.8139, -0.7931, -2.2215], [2.6939, -0.9047, -2.5887], [3.5741, -2.7139, -4.0093], [2.0385, -3.9940, -5.4736], [-0.3689, -3.4405, -5.4982], [-1.2452, -1.6421, -4.1022], [1.5052, 1.4684, -0.4376], [2.8027, 3.5593, -0.7916], [3.1378, 4.4113, -3.0902], [2.1769, 3.1770, -5.0023], [0.8397, 1.1425, -4.6266], [-4.5422, 0.4210, 1.7658], [-5.1293, 2.0467, 3.5224], [-4.2978, 4.3791, 3.3796], [-2.9086, 5.0618, 1.4533], [-2.3519, 3.4568, -0.3096], [-5.2934, 2.0861, -1.0609], [-7.2823, 1.2574, -2.2480], [-7.3981, -1.1027, -2.9819], [-5.5222, -2.6356, -2.4791], [-3.5569, -1.8181, -1.2440], [-1.2740, 3.5573, 5.4572], [-0.6789, 2.7730, 3.6549], [0.1199, 3.3645, 2.7002], [0.2471, 2.4776, 1.6999], [-0.4288, 1.3465, 1.9522], [-1.0043, 1.5153, 3.1331], [0.5839, 4.3354, 2.6631], [0.6806, 2.6140, 0.7977], [-1.6395, 0.7476, 3.5433], [2.3959, -3.1689, 5.5625], [1.0461, -2.9609, 6.2422], [0.6855, -1.5036, 6.5316], [0.1900, -0.6859, 5.3435], [1.2331, -0.3221, 4.3827], [1.4312, -0.8363, 3.1602], [0.3278, -2.1225, 2.3261], [2.4830, -0.2250, 2.5916], [3.0953, -0.5683, 1.3035], [4.0279, -1.7713, 1.3510], [5.3210, -1.5902, 2.1498], [5.1956, -1.8560, 3.6470], [2.9605, 0.7474, 3.4638], [3.9860, 1.6792, 3.3425], [4.1641, 2.5459, 4.4034], [3.3545, 2.4881, 5.5476], [2.3415, 1.5578, 5.6707], [2.1642, 0.6876, 4.6010], [2.6631, -4.2256, 5.5564], [3.1865, -2.6293, 6.0888], [2.3999, -2.8366, 4.5237], [1.0537, -3.4922, 7.1956], [0.2510, -3.4180, 5.6456], [1.5328, -0.9940, 7.0005], [-0.1286, -1.4799, 7.2601], [-0.2435, 0.2543, 5.6921], [-0.5776, -1.2288, 4.7922], [3.6347, 0.3230, 0.9786], [2.2958, -0.7376, 0.5825], [4.2753, -1.9794, 0.3068], [3.4734, -2.6435, 1.7092], [5.7191, -0.5851, 1.9734], [6.0649, -2.2787, 1.7456], [4.5025, -1.1750, 4.1435], [6.1626, -1.7498, 4.1388], [4.8459, -2.8747, 3.8237], [4.6194, 1.7246, 2.4678], [4.9510, 3.2859, 4.3539], [3.5314, 3.1868, 6.3535], [1.7176, 1.5144, 6.5526]], "forces_ev_per_a": [[-0.1091, -0.1128, 0.0654], [-0.0022, 0.0117, 0.0311], [-0.1601, -0.0856, -0.0687], [-0.0047, -0.0180, -0.0478], [0.2176, 0.1240, 0.0738], [-0.1038, -0.0542, 0.0199], [-0.0932, -0.0403, -0.0678], [0.1402, 0.1093, 0.0768], [0.1229, 0.0853, -0.1578], [0.0403, 0.0064, 0.1038], [0.0399, -0.0299, 0.0440], [-0.0058, 0.0350, 0.0195], [-0.0154, -0.0213, -0.0238], [0.0163, -0.0013, 0.0086], [-0.0047, 0.0024, -0.0116], [-0.0305, 0.0054, -0.0163], [-0.0372, -0.0031, 0.1198], [-0.0418, -0.0560, -0.0501], [-0.0098, 0.0028, -0.0103], [0.0065, 0.0117, 0.0129], [-0.0069, 0.0230, -0.0143], [-0.0401, -0.0026, -0.0201], [-0.0313, -0.0979, -0.0378], [-0.0203, 0.0977, 0.0550], [-0.0097, 0.0081, 0.0470], [-0.0003, 0.0076, -0.0058], [0.0138, -0.0045, -0.0101], [-0.0019, -0.0064, 0.0000], [-0.0116, 0.0061, -0.0057], [-0.0033, -0.0279, 0.0143], [0.0147, -0.0081, 0.0160], [0.0154, 0.0104, 0.0072], [-0.0096, 0.0013, -0.0133], [-0.0032, -0.0040, 0.0032], [-0.0034, 0.0098, 0.0084], [0.0289, -0.0119, 0.0173], [0.0007, -0.0028, -0.0056], [-0.0002, -0.0049, -0.0387], [0.0080, 0.0044, -0.0048], [0.0043, 0.0055, -0.0199], [-0.0181, -0.0055, 0.0046], [0.0388, 0.0028, 0.0306], [-0.0349, -0.0016, -0.0239], [0.0195, -0.0083, 0.0248], [-0.0029, -0.0140, -0.0007], [0.0041, 0.0019, 0.0018], [0.0034, -0.0007, -0.0009], [-0.0017, -0.0031, -0.0009], [0.0011, 0.0030, 0.0113], [0.0413, -0.0194, -0.0361], [0.0087, 0.0069, 0.0079], [0.0028, 0.0004, 0.0022], [-0.0060, -0.0008, -0.0032], [-0.0044, 0.0018, -0.0032], [0.0041, -0.0075, -0.0025], [0.0029, 0.0025, -0.0004], [-0.0023, 0.0004, 0.0003], [0.0002, 0.0082, -0.0055], [0.0074, 0.0118, -0.0359], [-0.0108, 0.0004, -0.0028], [-0.0045, 0.0019, -0.0011], [-0.0017, -0.0024, -0.0036], [0.0011, -0.0033, -0.0019], [-0.0077, 0.0022, -0.0084], [0.0030, -0.0152, -0.0023], [0.0216, 0.0045, -0.0313], [-0.0627, -0.0440, 0.0206], [0.0380, 0.0770, 0.0210], [0.0732, -0.0955, -0.0497], [-0.0028, 0.0647, 0.0143], [0.0073, 0.0015, 0.0015], [-0.0022, 0.0033, 0.0182], [0.0128, -0.0217, 0.0139], [-0.0134, -0.0013, -0.0187], [0.0164, 0.0117, -0.0160], [-0.0351, 0.0122, -0.0042], [-0.0096, 0.0273, -0.0007], [0.0568, 0.0172, 0.0675], [-0.1337, -0.0392, -0.0160], [0.0500, 0.0625, -0.0671], [0.1018, -0.0270, 0.0614], [-0.0213, 0.0443, -0.0552], [0.0125, -0.0006, -0.0648], [-0.0210, 0.0151, 0.0202], [0.0017, -0.0016, -0.0076], [-0.0499, 0.0835, -0.0409], [-0.0195, -0.0111, 0.0077], [0.0034, -0.0038, 0.0120], [-0.0001, -0.0003, 0.0010], [0.0129, -0.0242, -0.0146], [-0.0329, -0.0327, 0.0057], [0.0046, -0.0032, -0.0001], [0.0072, 0.0008, 0.0021], [-0.0038, 0.0134, 0.0052], [-0.0050, -0.0029, -0.0026], [-0.0055, -0.0101, 0.0059], [0.0037, -0.0039, 0.0068], [0.0148, 0.0082, 0.0113], [-0.0162, 0.0054, -0.0069], [0.0113, -0.0124, 0.0026], [0.0097, -0.0105, -0.0077], [0.0081, -0.0286, 0.0190], [-0.0021, -0.0167, 0.0082], [-0.0109, -0.0004, 0.0092], [0.0102, -0.0077, 0.0040], [0.0131, 0.0099, -0.0106], [0.0105, -0.0183, -0.0056], [-0.0012, 0.0040, 0.0061], [-0.0082, 0.0015, 0.0072], [0.0049, 0.0011, -0.0009], [0.0030, 0.0000, 0.0012], [-0.0001, 0.0066, 0.0002], [-0.0053, 0.0049, 0.0033]], "e_lumo_ev": [-2.2509, -4.0786], "total_charge": 1, "largest_force_ev_per_a": 0.26, "relative_energy_kcal_mol": 3.04, "multiplicity": 5}

---

Entry 2:
{"formula": "C6H11ClN", "method": "ωB97M-V/def2-TZVPD", "species": ["C", "C", "C", "C", "N", "C", "C", "Cl", "H", "H", "H", "H", "H", "H", "H", "H", "H", "H", "H"], "coordinates": [[0.8606, -1.9746, -0.1984], [0.8875, -0.5842, -0.7376], [0.0589, 0.4408, -0.0294], [0.0582, 1.7819, -0.6349], [0.3487, 0.4748, 1.4380], [-1.5241, -0.0389, 0.0946], [-2.6696, 0.0263, -0.2463], [-4.2694, -0.1763, -0.2179], [-0.1926, -2.2957, -0.1307], [1.2269, -2.0379, 0.9000], [1.6172, -2.7561, -0.7688], [1.8031, -0.1097, -0.9172], [0.3948, -0.4967, -1.7549], [1.1851, 2.0522, -0.6871], [-0.6542, 2.4969, -0.1549], [-0.2794, 1.6880, -1.6233], [1.2757, 0.7061, 1.7551], [0.2236, -0.4310, 2.0113], [-0.3508, 1.2342, 1.9025]], "forces_ev_per_a": [[2.0115, -2.2812, 1.1253], [-1.9212, 0.5879, -2.0127], [-4.7931, -2.7656, 1.4793], [2.1175, 1.3774, 1.0130], [-1.8629, 1.0423, 3.9503], [4.5564, 1.3230, -1.1416], [-1.0207, -0.5438, 0.7380], [-0.8296, 0.0841, -0.4221], [0.5549, -0.3867, -0.4601], [-0.3031, 0.2226, -1.6007], [-2.3618, 2.0906, 1.2537], [1.9779, 0.1988, 0.0219], [0.6267, -0.7280, 0.8026], [-1.9270, 0.4809, 0.1574], [1.0703, -0.3736, -0.0822], [-0.3768, -0.1739, -1.4619], [0.9628, 0.8001, -0.4930], [-0.5025, 1.2760, -1.6758], [2.0208, -2.2308, -1.1915]], "e_lumo_ev": -3.7693, "total_charge": 1, "largest_force_ev_per_a": 5.73, "relative_energy_kcal_mol": 57.09, "smiles": "CC[C@](C)([NH3+])C#CCl"}

---

Entry 3:
{"formula": "C15H19ClN4O3S", "method": "ωB97M-V/def2-TZVPD", "species": ["C", "N", "C", "O", "C", "S", "C", "N", "N", "C", "C", "O", "C", "C", "C", "C", "Cl", "C", "C", "N", "C", "C", "O", "C", "H", "H", "H", "H", "H", "H", "H", "H", "H", "H", "H", "H", "H", "H", "H", "H", "H", "H", "H"], "coordinates": [[5.3918, 2.0013, -2.0131], [5.0044, 0.8058, -1.3069], [5.3520, -0.4184, -1.7269], [6.0406, -0.6529, -2.6980], [4.8145, -1.5404, -0.8372], [3.0794, -1.9469, -1.2073], [2.2648, -0.7432, -0.2590], [2.8297, 0.2513, 0.3786], [1.8560, 0.9583, 0.9712], [0.7163, 0.3924, 0.6987], [-0.5885, 0.8790, 1.2205], [-1.5648, 0.7838, 0.2046], [-2.8393, 1.1794, 0.4882], [-3.7597, 1.0401, -0.5517], [-5.0779, 1.4027, -0.3762], [-5.4898, 1.9090, 0.8484], [-7.1419, 2.3636, 1.0759], [-4.5875, 2.0530, 1.8865], [-3.2626, 1.6892, 1.7099], [0.9108, -0.7072, -0.0950], [-0.0466, -1.6384, -0.6293], [-0.6834, -2.4965, 0.4810], [0.2457, -3.1084, 1.3326], [0.8916, -4.2403, 0.7936], [4.5139, 2.5199, -2.4035], [6.0375, 1.7095, -2.8401], [5.9337, 2.6738, -1.3466], [4.3625, 0.8916, -0.5190], [4.8658, -1.2852, 0.2196], [5.3666, -2.4558, -1.0477], [-0.8782, 0.2755, 2.0950], [-0.4441, 1.9176, 1.5434], [-3.4178, 0.6478, -1.4961], [-5.7852, 1.2949, -1.1829], [-4.9136, 2.4495, 2.8350], [-2.5769, 1.8144, 2.5322], [0.4810, -2.2700, -1.3480], [-0.8371, -1.0862, -1.1422], [-1.2955, -1.8627, 1.1268], [-1.3351, -3.2432, 0.0046], [1.5550, -3.9802, -0.0374], [1.4824, -4.6621, 1.6037], [0.1598, -4.9810, 0.4514]], "forces_ev_per_a": [[0.0960, 0.0200, -0.1469], [-0.0556, 0.3813, 0.1842], [-0.1635, -0.0977, 0.4511], [0.2310, -0.2313, -0.3601], [-0.2148, 0.0387, -0.1043], [0.1589, -0.2520, -0.2878], [-0.0233, 0.0818, 0.1277], [0.4114, -0.6618, -0.2859], [-0.9016, 0.6929, 0.5476], [-0.0156, 0.1043, -0.1260], [0.0389, 0.0421, 0.4307], [0.0136, -0.0175, -0.1829], [-0.3126, 0.0173, -0.0215], [0.2161, -0.0032, 0.1242], [0.0299, 0.0220, 0.1013], [0.2105, -0.0185, 0.0863], [-0.2104, 0.0575, 0.0261], [-0.2173, -0.0067, -0.1663], [0.3443, -0.0985, -0.0832], [0.6675, 0.4257, 0.1348], [-0.4469, -0.5619, 0.1424], [0.0241, 0.1229, -0.1738], [-0.0127, 0.1832, 0.0859], [0.0164, -0.0723, -0.0713], [0.0460, 0.0291, -0.0277], [-0.0390, 0.1035, 0.0368], [0.0062, 0.0319, -0.0638], [0.1560, -0.1995, -0.1420], [0.0830, -0.0497, 0.0147], [-0.0194, 0.1141, 0.0178], [-0.0782, 0.1196, -0.1091], [-0.0102, -0.1674, -0.0068], [0.0392, -0.0439, -0.1254], [-0.0785, -0.0029, -0.0641], [-0.0520, 0.0363, 0.0720], [0.0879, 0.0004, 0.0673], [-0.1243, 0.0770, 0.0146], [0.1291, -0.1453, -0.0402], [-0.0449, -0.0152, -0.1241], [-0.0062, 0.0782, 0.0420], [-0.0176, -0.0519, 0.0668], [0.0358, -0.0656, -0.0826], [0.0031, -0.0173, 0.0216]], "e_lumo_ev": 0.4855, "total_charge": 0, "largest_force_ev_per_a": 1.26, "relative_energy_kcal_mol": 6.43, "smiles": "CNC(=O)CSc1nnc(COc2ccc(Cl)cc2)n1CCOC"}